[1]
# C11H15N2S

The ion C11H15N2S with charge +1 at a distorted geometry (the ωB97M-V functional and the def2-TZVPD basis, OMol25).

CARTESIAN COORDINATES (ANGSTROEM)
C: 0.354 -1.902 0.113
C: 0.401 -2.191 -1.171
C: -2.553 0.617 1.309
C: 0.207 -0.564 0.669
C: 0.336 0.522 -0.109
C: -3.010 1.625 1.948
C: 0.209 -0.972 -2.115
C: -1.900 -0.512 2.099
C: -0.257 -0.477 2.072
C: 0.646 0.397 -1.554
C: 2.870 1.233 -2.239
N: 2.202 0.350 -1.637
N: -3.303 2.679 2.477
S: 4.531 1.567 -2.136
H: 0.216 -2.760 0.715
H: 0.267 -3.194 -1.276
H: -2.522 0.638 0.298
H: 0.548 -1.180 -3.159
H: -0.850 -0.958 -2.138
H: -2.038 -0.542 3.129
H: -2.081 -1.582 1.692
H: -0.001 -1.280 2.763
H: 0.047 0.548 2.503
H: 0.319 1.101 -2.226
H: 2.217 1.862 -2.876
H: 2.480 -0.323 -0.960
H: 0.005 1.451 0.197
H: -4.246 3.027 2.668
H: 4.907 0.821 -1.054

Properties
LUMO, eV: -4.04
Energy relative to the best compared isomer or geometry (same formula, charge and spin), kJ/mol: 385.7
Total charge: +1
Electronic energy, eV: -25455.286
Largest force on an atom, eV/Å: 4.83

[2]
# C11H15N3

The ion C11H15N3 with charge +2 at a distorted geometry (the ωB97M-V functional and the def2-TZVPD basis, OMol25).

CARTESIAN COORDINATES (ANGSTROEM)
C: 4.392 -0.286 0.035
C: 3.756 -1.579 -0.058
C: 3.525 0.875 0.282
C: 2.361 -1.690 -0.115
C: 2.180 0.776 0.071
C: 1.540 -0.459 -0.154
C: -2.247 -0.409 1.650
C: -2.882 -1.162 -0.644
C: -0.812 0.097 -0.484
C: -1.326 0.505 0.908
C: -0.497 1.428 -1.140
N: 0.322 -0.732 -0.525
N: -3.159 -1.121 0.617
N: -1.873 -0.637 -1.282
H: 5.360 -0.119 -0.191
H: 4.316 -2.440 0.003
H: 4.007 1.816 0.589
H: 1.886 -2.679 -0.068
H: 1.583 1.688 0.244
H: -2.787 0.308 2.212
H: -3.632 -1.809 -1.167
H: -1.945 1.424 0.688
H: -0.410 0.869 1.488
H: -1.758 -1.179 2.359
H: 0.507 1.384 -1.637
H: -0.486 2.342 -0.560
H: -1.276 1.599 -1.991
H: -4.127 -1.402 0.876
H: -1.625 -0.895 -2.267

Properties
LUMO, eV: -10.30
Energy relative to the best compared isomer or geometry (same formula, charge and spin), kJ/mol: 105.6
Total charge: +2
Electronic energy, eV: -16101.250
Largest force on an atom, eV/Å: 6.10

[3]
# C11H15N3O2

The molecule C11H15N3O2 (the ωB97M-V functional and the def2-TZVPD basis, OMol25).

CARTESIAN COORDINATES (ANGSTROEM)
C: 2.363 1.330 -3.578
C: 2.842 -0.116 -3.632
C: 3.323 -0.642 -2.271
C: 2.153 -0.816 -1.332
O: 1.470 -1.818 -1.254
N: 1.935 0.246 -0.510
N: 0.770 0.254 0.276
C: -0.052 1.349 0.096
O: 0.323 2.338 -0.506
N: -1.285 1.293 0.680
C: -1.888 0.302 1.462
C: -1.166 -0.514 2.329
C: -1.824 -1.468 3.086
C: -3.197 -1.614 3.001
C: -3.921 -0.783 2.161
C: -3.274 0.169 1.399
H: 2.092 1.668 -4.575
H: 3.150 1.982 -3.203
H: 1.488 1.442 -2.941
H: 3.670 -0.191 -4.340
H: 2.036 -0.759 -3.992
H: 4.054 0.043 -1.841
H: 3.785 -1.620 -2.411
H: 2.254 1.182 -0.731
H: 0.360 -0.678 0.284
H: -1.872 2.077 0.430
H: -0.101 -0.384 2.434
H: -1.254 -2.096 3.753
H: -3.703 -2.361 3.593
H: -4.995 -0.879 2.098
H: -3.840 0.817 0.745

Properties
LUMO, eV: 0.83
Energy relative to the best compared isomer or geometry (same formula, charge and spin), kJ/mol: 0.0
Total charge: 0
Electronic energy, eV: -20216.318
SMILES string: CCCC(=O)NNC(=O)Nc1ccccc1
Largest force on an atom, eV/Å: 0.68

[4]
# C11H15N4O5Pt

A structure of composition C11H15N4O5Pt (the ωB97M-V functional and the def2-TZVPD basis, OMol25).

CARTESIAN COORDINATES (ANGSTROEM)
Pt: 0.432 0.413 -0.436
C: -1.179 0.360 2.999
C: 0.076 -0.318 2.592
N: 0.673 -0.285 1.407
C: 1.839 -1.017 1.493
C: 1.935 -1.533 2.742
N: 0.821 -1.088 3.404
C: 2.924 -2.395 3.455
O: 4.003 -2.735 2.790
O: 2.679 -2.723 4.586
C: 2.743 -1.004 0.321
O: 3.813 -1.581 0.339
O: 2.278 -0.305 -0.677
H: -1.572 0.937 2.168
H: -0.989 1.036 3.834
H: -1.930 -0.366 3.313
H: 0.647 -1.312 4.376
H: 4.029 -2.355 1.871
N: -2.096 2.122 -0.611
C: -3.422 1.999 -0.784
C: -3.735 0.671 -0.603
C: -2.521 0.048 -0.307
N: -1.532 0.940 -0.301
H: -1.545 2.964 -0.582
H: -4.037 2.854 -1.007
H: -4.707 0.215 -0.668
H: -2.311 -0.989 -0.105
C: 0.490 0.680 -4.823
C: 0.009 0.150 -3.498
O: 0.515 0.991 -2.416
H: 0.117 0.042 -5.623
H: 1.578 0.685 -4.868
H: 0.116 1.689 -5.009
H: 0.408 -0.838 -3.283
H: -1.080 0.126 -3.429
H: 0.529 1.922 -2.663

Properties
LUMO, eV: -3.03
Energy relative to the best compared isomer or geometry (same formula, charge and spin), kJ/mol: 18.6
Total charge: +1
Electronic energy, eV: -31090.668
Largest force on an atom, eV/Å: 0.38